(1)
{
  "formula": "C18H10Cl3N4O6Re",
  "method": "ωB97M-V with the def2-TZVPD basis set",
  "charge": 1,
  "homo_lumo_gap_ev": [6.50, 5.65],
  "e_homo_ev": [-10.96, -11.30],
  "spin_multiplicity": 2,
  "e_lumo_ev": [-4.46, -5.65],
  "elements": ["Re", "Cl", "C", "C", "C", "N", "C", "O", "C", "C", "C", "C", "C", "N", "C", "C", "C", "Cl", "N", "C", "O", "C", "C", "C", "C", "C", "N", "H", "H", "H", "H", "H", "H", "H", "H", "H", "H", "O", "Cl", "O", "O", "O"],
  "positions_angstrom": [[-0.408, 0.288, -0.109], [5.473, -3.395, -0.907], [3.891, -2.917, -0.446], [3.489, -1.628, -0.692], [2.190, -1.243, -0.326], [1.586, -0.021, -0.539], [2.407, 1.080, -0.824], [3.604, 1.122, -0.730], [1.598, 2.206, -1.349], [2.181, 3.328, -1.900], [1.356, 4.262, -2.507], [-0.005, 4.004, -2.558], [-0.510, 2.868, -1.953], [0.279, 1.985, -1.328], [1.320, -2.166, 0.287], [1.747, -3.478, 0.538], [3.019, -3.843, 0.169], [3.536, -5.453, 0.460], [0.075, -1.622, 0.531], [-0.757, -2.272, 1.449], [-0.463, -3.212, 2.139], [-2.121, -1.691, 1.436], [-3.160, -2.286, 2.121], [-4.437, -1.778, 1.947], [-4.608, -0.719, 1.069], [-3.509, -0.162, 0.444], [-2.266, -0.622, 0.643], [4.173, -0.946, -1.164], [3.255, 3.429, -1.854], [1.765, 5.159, -2.950], [-0.688, 4.678, -3.054], [-1.569, 2.665, -1.962], [1.107, -4.206, 1.001], [-2.943, -3.136, 2.751], [-5.282, -2.209, 2.466], [-5.587, -0.308, 0.865], [-3.626, 0.674, -0.226], [-0.661, 3.647, 1.274], [-1.233, 2.388, 1.483], [-2.241, 2.353, 2.448], [-1.783, 1.849, 0.156], [-0.193, 1.330, 1.699]],
  "forces_ev_per_a": [[-0.4, -0.3, -0.8], [0.0, 0.0, 0.0], [0.0, 0.0, 0.0], [0.0, -0.1, 0.0], [-0.2, -0.1, 0.1], [0.3, 0.0, 0.2], [-0.1, 0.0, -0.1], [0.0, 0.1, 0.0], [0.1, 0.1, 0.0], [-0.1, -0.1, 0.0], [0.0, 0.0, 0.0], [0.0, 0.0, 0.0], [-0.1, 0.0, -0.1], [0.1, -0.1, 0.1], [0.2, 0.1, -0.1], [0.0, 0.1, 0.0], [0.0, 0.0, 0.0], [0.0, 0.0, 0.0], [0.1, -0.2, 0.2], [-0.1, 0.0, -0.1], [0.0, 0.0, 0.0], [0.0, -0.1, 0.0], [0.0, 0.0, -0.1], [0.1, 0.0, 0.0], [0.0, 0.0, 0.0], [-0.1, 0.0, -0.1], [0.1, 0.0, 0.1], [0.0, 0.0, 0.0], [0.0, 0.0, 0.0], [0.0, 0.0, 0.0], [0.0, 0.0, 0.0], [0.0, 0.0, 0.0], [0.0, 0.0, 0.0], [0.0, 0.0, 0.0], [0.0, 0.0, 0.0], [0.0, 0.0, 0.0], [0.0, 0.0, 0.0], [0.2, 0.2, 0.1], [-0.4, 0.0, -0.5], [0.0, -0.1, 0.3], [-0.1, 0.3, 0.2], [0.3, 0.1, 0.5]]
}

***

(2)
{
  "formula": "C18H12BrNReSbSe4",
  "method": "ωB97M-V with the def2-TZVPD basis set",
  "charge": 2,
  "homo_lumo_gap_ev": [5.35, 4.96],
  "e_homo_ev": [-14.07, -14.06],
  "e_lumo_ev": [-8.72, -9.10],
  "elements": ["Re", "Br", "C", "C", "C", "C", "C", "C", "C", "C", "C", "C", "H", "H", "H", "H", "H", "H", "Se", "Sb", "Se", "Se", "Se", "C", "C", "C", "C", "C", "C", "C", "C", "N", "H", "H", "H", "H", "H", "H"],
  "positions_angstrom": [[-0.868, 0.369, -0.585], [1.412, 0.531, -1.881], [1.978, -1.175, -1.240], [3.304, -1.531, -1.369], [3.711, -2.777, -0.878], [2.786, -3.612, -0.317], [1.453, -3.233, -0.167], [0.598, -4.046, 0.560], [-0.708, -3.688, 0.804], [-1.133, -2.450, 0.395], [-0.313, -1.493, -0.266], [1.034, -1.938, -0.586], [4.005, -0.811, -1.744], [4.766, -3.147, -0.968], [3.151, -4.586, 0.050], [0.925, -5.032, 0.867], [-1.385, -4.366, 1.257], [-2.148, -2.201, 0.639], [-5.062, -0.642, 0.727], [-6.904, 0.078, -0.490], [-3.699, 1.906, -1.675], [-2.778, -0.225, -1.598], [-5.879, 1.367, -2.423], [-1.680, 0.944, 1.296], [-0.668, 1.981, 1.028], [-1.099, 3.194, 0.481], [-0.212, 4.153, 0.074], [1.160, 3.913, 0.248], [1.603, 2.800, 0.999], [0.664, 1.843, 1.423], [2.149, 4.872, -0.281], [2.959, 5.331, -0.947], [-2.673, 1.315, 1.203], [-1.536, 0.286, 2.147], [-2.131, 3.378, 0.348], [-0.531, 5.082, -0.357], [2.652, 2.651, 1.295], [1.096, 0.961, 1.930]],
  "forces_ev_per_a": [[0.9, -0.2, 0.8], [-0.4, 0.1, 0.2], [0.7, 0.2, 0.0], [-0.3, 0.1, 0.4], [1.2, -0.5, -0.4], [1.0, -0.9, 0.1], [0.6, 0.8, 0.3], [-0.8, -1.0, 0.0], [0.4, 0.3, -0.3], [-0.2, 0.6, 0.0], [0.1, -0.1, -0.1], [-0.6, -0.4, 0.2], [0.3, 0.0, -0.4], [-1.1, 0.7, 0.1], [-0.5, 0.5, -0.2], [0.2, 0.1, 0.0], [-0.4, -0.4, 0.5], [-0.4, 0.3, -0.1], [0.2, -0.1, 0.2], [-0.4, -0.2, 0.1], [-0.9, 0.1, -0.3], [-0.7, -0.3, -0.2], [0.7, 0.4, -0.2], [0.9, -0.6, -0.7], [-0.7, -0.2, 1.7], [0.5, 0.3, -0.8], [0.8, -0.1, 0.0], [1.1, 0.5, 0.9], [-0.3, 0.1, 0.1], [2.0, -0.2, -0.9], [-1.0, -1.7, 0.1], [0.4, 0.6, 0.0], [-1.0, 0.1, 0.0], [0.2, 0.0, -0.1], [-1.0, 0.0, 0.0], [-0.2, 0.2, -0.2], [-0.5, 0.3, -0.4], [-0.8, 0.5, -0.1]]
}

***

(3)
{
  "formula": "C18H12Cl4N4O4Ru",
  "method": "ωB97M-V with the def2-TZVPD basis set",
  "charge": -2,
  "homo_lumo_gap_ev": [6.79, 5.78],
  "e_homo_ev": [-2.72, -2.72],
  "spin_multiplicity": 5,
  "e_lumo_ev": [4.07, 3.06],
  "elements": ["Ru", "O", "C", "O", "C", "C", "N", "N", "C", "C", "O", "O", "H", "H", "H", "Cl", "C", "C", "C", "C", "C", "Cl", "C", "N", "H", "H", "H", "C", "H", "H", "H", "Cl", "C", "C", "C", "C", "C", "Cl", "C", "N", "H", "H", "H"],
  "positions_angstrom": [[-1.147, 0.909, 0.444], [-1.350, 6.631, -0.833], [-0.197, 6.138, -1.260], [0.622, 6.820, -1.834], [0.048, 4.702, -0.985], [1.189, 4.007, -1.358], [1.034, 2.737, -0.973], [-0.139, 2.569, -0.367], [-0.764, 3.733, -0.373], [-2.162, 3.719, 0.180], [-2.790, 4.788, 0.212], [-2.576, 2.580, 0.546], [-1.920, 5.930, -0.374], [2.066, 4.348, -1.880], [1.564, 1.883, -1.184], [1.071, -0.257, -1.637], [3.571, -4.709, -0.014], [4.494, -4.032, 0.524], [5.377, -3.127, 1.217], [5.017, -1.931, 1.698], [3.707, -1.401, 1.583], [6.707, 0.894, 2.507], [2.584, -0.978, 1.512], [1.376, -0.436, 1.527], [4.872, -5.100, 0.179], [6.399, -3.455, 1.351], [5.769, -1.316, 2.198], [0.471, -0.047, 0.850], [0.304, -0.722, -5.066], [0.183, -3.624, -0.652], [0.531, -0.047, -5.277], [-2.560, -1.317, -1.861], [-3.288, -2.060, -0.483], [-4.100, -3.160, -0.660], [-4.693, -3.774, 0.437], [-4.467, -3.273, 1.715], [-3.656, -2.174, 1.889], [-3.389, -1.574, 3.494], [-3.014, -1.504, 0.805], [-2.241, -0.453, 0.989], [-4.260, -3.536, -1.662], [-5.325, -4.640, 0.298], [-4.917, -3.738, 2.582]],
  "forces_ev_per_a": [[0.2, 0.1, -0.1], [0.2, 0.0, -0.1], [-0.1, 0.1, 0.2], [0.0, 0.0, -0.1], [0.0, 0.0, -0.1], [-0.1, -0.1, 0.0], [0.0, 0.2, 0.1], [0.1, -0.1, -0.1], [0.0, 0.0, 0.1], [0.1, 0.0, -0.1], [-0.1, -0.1, 0.1], [-0.1, -0.1, -0.1], [-0.1, 0.0, -0.1], [0.0, 0.0, 0.0], [0.0, -0.2, -0.1], [0.1, 0.2, -0.1], [0.2, -0.1, 0.0], [-0.1, 0.3, 0.2], [0.0, 0.0, 0.0], [0.1, -0.1, 0.0], [-0.1, -0.1, 0.1], [0.1, -0.1, 0.1], [0.1, 0.1, 0.2], [0.0, -0.1, -0.9], [-0.1, -0.3, -0.1], [0.0, 0.0, 0.0], [-0.1, 0.3, -0.1], [-0.2, 0.0, 0.9], [0.0, 0.0, 0.0], [0.0, 0.0, 0.0], [0.0, 0.0, 0.0], [0.0, 0.0, 0.0], [0.0, 0.0, 0.0], [0.0, 0.0, 0.0], [0.0, 0.0, 0.0], [0.0, 0.0, 0.0], [0.0, 0.0, 0.0], [0.0, 0.0, 0.0], [0.0, -0.1, 0.0], [-0.1, 0.0, 0.2], [0.0, 0.0, 0.0], [0.0, 0.0, 0.0], [0.0, 0.0, 0.0]]
}

***

(4)
{
  "formula": "C18H12FNO4",
  "method": "ωB97M-V with the def2-TZVPD basis set",
  "charge": 0,
  "homo_lumo_gap_ev": 7.22,
  "e_homo_ev": -9.36,
  "e_lumo_ev": -2.14,
  "elements": ["C", "C", "O", "N", "C", "C", "O", "C", "C", "C", "C", "C", "C", "F", "C", "O", "C", "C", "C", "C", "C", "C", "C", "O", "H", "H", "H", "H", "H", "H", "H", "H", "H", "H", "H", "H"],
  "positions_angstrom": [[-2.683, -3.160, 0.135], [-1.339, -3.931, -0.398], [-1.133, -5.183, 0.097], [-0.340, -3.429, -1.411], [-0.843, -3.485, -2.833], [-1.701, -2.339, -3.628], [-0.550, -4.620, -3.528], [0.279, -2.103, -1.043], [-0.503, -0.699, -0.722], [0.234, 0.712, -0.312], [1.898, 0.722, -0.229], [2.761, -0.644, -0.585], [1.942, -2.045, -0.979], [2.793, -3.254, -1.284], [2.587, 2.165, 0.225], [3.702, 2.678, -0.325], [1.763, 2.994, 1.416], [2.484, 3.785, 2.665], [1.495, 4.513, 3.768], [-0.154, 4.542, 3.678], [-0.887, 3.748, 2.406], [0.094, 2.984, 1.323], [-0.572, 2.127, 0.054], [-1.637, 2.577, -0.618], [-3.241, -2.557, -0.704], [-2.315, -2.344, 0.922], [-3.428, -3.854, 0.751], [-2.837, -2.651, -3.669], [-1.543, -1.242, -3.252], [-1.310, -2.353, -4.755], [-1.694, -0.673, -0.774], [3.950, -0.599, -0.550], [3.661, 3.774, 2.745], [1.992, 5.065, 4.702], [-0.858, 5.065, 4.456], [-2.066, 3.713, 2.258]],
  "forces_ev_per_a": [[0.6, 1.1, 0.6], [-0.2, -7.3, 3.1], [-1.2, 8.3, -3.4], [-1.2, 2.6, 0.3], [1.2, -5.7, -4.5], [0.7, -0.1, -0.8], [-2.0, 7.4, 4.8], [2.7, 3.2, 0.8], [2.6, 0.6, 0.2], [2.2, -2.9, -0.5], [-1.9, -2.5, -0.8], [-3.6, 0.2, -0.1], [-0.6, 2.1, 0.5], [-3.1, 4.2, 1.1], [3.8, 2.1, -1.6], [-6.9, -3.6, 3.6], [-2.1, 1.2, 2.3], [-4.5, -0.5, -0.9], [-1.5, -1.2, -2.1], [2.2, -2.6, -3.6], [4.5, 0.0, 0.2], [1.0, 1.0, 1.8], [-3.2, 1.8, -1.9], [6.4, -3.1, 4.2], [1.1, -1.4, 1.5], [-0.7, -1.7, -1.7], [2.0, 1.2, -1.7], [2.4, 0.6, 0.4], [-0.4, -2.3, -0.4], [-0.8, -0.2, 2.6], [3.0, -0.1, 0.1], [-3.0, -0.3, -0.1], [-2.8, 0.1, -0.1], [-1.2, -1.4, -2.4], [1.8, -1.1, -1.6], [2.9, 0.1, 0.4]]
}

***

(5)
{
  "formula": "C18H12N4O3",
  "method": "ωB97M-V with the def2-TZVPD basis set",
  "charge": 0,
  "homo_lumo_gap_ev": 8.93,
  "e_homo_ev": -8.99,
  "e_lumo_ev": -0.06,
  "elements": ["O", "C", "O", "C", "C", "N", "N", "C", "C", "C", "C", "C", "C", "C", "N", "C", "N", "C", "C", "C", "C", "C", "C", "C", "O", "H", "H", "H", "H", "H", "H", "H", "H", "H", "H", "H", "H"],
  "positions_angstrom": [[-0.093, -0.904, -3.395], [0.892, -0.242, -3.396], [1.719, -0.284, -4.443], [1.221, 0.611, -2.213], [2.102, 1.685, -2.469], [2.201, 2.491, -1.427], [1.579, 1.749, -0.338], [1.444, 2.307, 0.950], [1.044, 3.652, 1.061], [0.626, 4.251, 2.193], [0.805, 3.543, 3.408], [1.411, 2.267, 3.429], [1.521, 1.603, 2.167], [0.944, 0.641, -0.864], [0.129, -0.310, -0.148], [-1.160, 0.165, 0.249], [-2.203, -0.503, 0.375], [-2.170, -1.915, 0.247], [-3.357, -2.629, 0.437], [-3.279, -4.022, 0.264], [-2.035, -4.717, -0.006], [-0.907, -3.927, -0.379], [-0.977, -2.495, -0.212], [0.097, -1.642, -0.394], [1.215, -2.214, -0.373], [1.314, -0.988, -5.036], [2.695, 1.828, -3.458], [0.918, 4.232, 0.129], [0.210, 5.268, 2.203], [0.473, 4.073, 4.353], [1.458, 1.624, 4.322], [1.802, 0.572, 2.290], [-1.263, 1.210, 0.444], [-4.325, -2.092, 0.492], [-4.186, -4.673, 0.307], [-1.937, -5.849, -0.115], [0.071, -4.369, -0.657]],
  "forces_ev_per_a": [[-2.0, -1.3, 0.0], [-0.1, -0.2, 1.9], [0.2, -0.4, -0.8], [1.8, -0.1, -2.1], [0.4, 0.9, -0.3], [0.2, -1.5, 1.8], [-0.1, -0.3, -2.7], [-0.7, 0.7, 2.0], [-0.3, 0.1, -3.1], [0.3, -0.2, 2.4], [0.2, 0.7, 1.2], [-2.3, 0.3, -1.6], [1.2, 0.6, 0.6], [0.0, -0.7, 0.0], [-2.8, 3.2, -0.1], [1.1, 1.0, -0.6], [-1.3, -1.6, 0.8], [0.1, 0.9, -0.9], [0.0, -1.2, -0.9], [0.3, -1.1, 0.1], [0.6, 1.1, -1.2], [-0.5, 0.2, 1.2], [-4.3, -2.3, 0.4], [7.3, -2.6, 1.1], [-0.7, 0.9, -1.4], [0.6, 1.2, 0.9], [-1.4, 0.2, 2.1], [0.3, -0.5, 0.4], [0.2, -0.6, -0.1], [0.6, -0.9, -1.1], [0.2, 0.7, -0.4], [0.1, -0.4, -0.8], [0.5, 0.8, -0.1], [0.9, -0.5, 0.4], [0.8, 0.9, 0.2], [-0.5, 1.8, 0.3], [-0.9, 0.3, 0.1]]
}

***

What is the charge in the fifth record? 0

***

Please write out number 4 again, unchanged.
{
  "formula": "C18H12FNO4",
  "method": "ωB97M-V with the def2-TZVPD basis set",
  "charge": 0,
  "homo_lumo_gap_ev": 7.22,
  "e_homo_ev": -9.36,
  "e_lumo_ev": -2.14,
  "elements": ["C", "C", "O", "N", "C", "C", "O", "C", "C", "C", "C", "C", "C", "F", "C", "O", "C", "C", "C", "C", "C", "C", "C", "O", "H", "H", "H", "H", "H", "H", "H", "H", "H", "H", "H", "H"],
  "positions_angstrom": [[-2.683, -3.160, 0.135], [-1.339, -3.931, -0.398], [-1.133, -5.183, 0.097], [-0.340, -3.429, -1.411], [-0.843, -3.485, -2.833], [-1.701, -2.339, -3.628], [-0.550, -4.620, -3.528], [0.279, -2.103, -1.043], [-0.503, -0.699, -0.722], [0.234, 0.712, -0.312], [1.898, 0.722, -0.229], [2.761, -0.644, -0.585], [1.942, -2.045, -0.979], [2.793, -3.254, -1.284], [2.587, 2.165, 0.225], [3.702, 2.678, -0.325], [1.763, 2.994, 1.416], [2.484, 3.785, 2.665], [1.495, 4.513, 3.768], [-0.154, 4.542, 3.678], [-0.887, 3.748, 2.406], [0.094, 2.984, 1.323], [-0.572, 2.127, 0.054], [-1.637, 2.577, -0.618], [-3.241, -2.557, -0.704], [-2.315, -2.344, 0.922], [-3.428, -3.854, 0.751], [-2.837, -2.651, -3.669], [-1.543, -1.242, -3.252], [-1.310, -2.353, -4.755], [-1.694, -0.673, -0.774], [3.950, -0.599, -0.550], [3.661, 3.774, 2.745], [1.992, 5.065, 4.702], [-0.858, 5.065, 4.456], [-2.066, 3.713, 2.258]],
  "forces_ev_per_a": [[0.6, 1.1, 0.6], [-0.2, -7.3, 3.1], [-1.2, 8.3, -3.4], [-1.2, 2.6, 0.3], [1.2, -5.7, -4.5], [0.7, -0.1, -0.8], [-2.0, 7.4, 4.8], [2.7, 3.2, 0.8], [2.6, 0.6, 0.2], [2.2, -2.9, -0.5], [-1.9, -2.5, -0.8], [-3.6, 0.2, -0.1], [-0.6, 2.1, 0.5], [-3.1, 4.2, 1.1], [3.8, 2.1, -1.6], [-6.9, -3.6, 3.6], [-2.1, 1.2, 2.3], [-4.5, -0.5, -0.9], [-1.5, -1.2, -2.1], [2.2, -2.6, -3.6], [4.5, 0.0, 0.2], [1.0, 1.0, 1.8], [-3.2, 1.8, -1.9], [6.4, -3.1, 4.2], [1.1, -1.4, 1.5], [-0.7, -1.7, -1.7], [2.0, 1.2, -1.7], [2.4, 0.6, 0.4], [-0.4, -2.3, -0.4], [-0.8, -0.2, 2.6], [3.0, -0.1, 0.1], [-3.0, -0.3, -0.1], [-2.8, 0.1, -0.1], [-1.2, -1.4, -2.4], [1.8, -1.1, -1.6], [2.9, 0.1, 0.4]]
}

***

Which of these has the highest charge? C18H12BrNReSbSe4

***

The lowest charge belongs to which entry? C18H12Cl4N4O4Ru